(1)
C22H28O5 | ωB97M-V with the def2-TZVPD basis set

Its LUMO energy is 0.8 eV. The energy is -33506.041 eV. As for the orbital gap: 0.333 Ha. For the HOMO energy, the calculation gives -8.288 eV.

XYZ file:
```
55
Properties=species:S:1:pos:R:3:forces:R:3:nbo_charge:R:1
C -4.85538 -2.45464 3.19361 -0.237 -0.041 -0.030 -0.252
O -3.47788 -2.20750 3.33356 0.372 0.055 -0.108 -0.492
C -2.70978 -2.16546 2.20930 0.052 0.015 -0.137 0.341
C -1.34956 -1.92052 2.41525 0.012 -0.026 0.029 -0.299
C -0.47878 -1.86345 1.34634 -0.173 -0.157 0.298 0.039
C 0.97981 -1.56657 1.54934 -0.071 0.210 -0.241 -0.414
C 1.33933 -0.16369 1.03576 0.148 0.017 0.278 -0.194
C 0.67213 0.90680 1.92181 -0.063 -0.069 -0.285 -0.514
C 0.68922 2.21444 1.18021 0.013 0.104 0.190 0.812
O 1.62464 2.97089 1.11402 0.275 0.175 0.058 -0.623
O -0.45990 2.43456 0.53902 -0.583 -0.086 -0.086 -0.685
C 2.85594 0.04644 0.97925 -0.223 -0.066 -0.581 -0.443
C 3.47805 -0.52138 -0.30678 0.328 -0.191 0.488 0.119
C 4.99416 -0.31132 -0.32079 -0.413 -0.081 -0.180 -0.637
O 2.84867 -0.04366 -1.48288 -0.196 0.155 -0.277 -0.549
C 2.95250 1.33955 -1.76703 0.216 0.046 -0.109 -0.096
C 1.60854 1.93916 -2.09872 0.015 -0.072 0.049 -0.054
C 1.42772 3.31456 -2.01589 0.034 -0.103 -0.071 -0.199
C 0.19858 3.87695 -2.31578 0.031 0.134 -0.062 -0.245
C -0.86155 3.07072 -2.70203 -0.111 0.023 -0.021 -0.226
C -0.68384 1.70104 -2.79130 -0.065 0.002 -0.051 -0.220
C 0.54580 1.13944 -2.49473 0.103 -0.021 -0.011 -0.158
C -0.95724 -2.04851 0.05136 -0.120 -0.049 -0.369 -0.379
C -2.30565 -2.28154 -0.16040 0.097 0.030 0.088 0.423
O -2.88239 -2.46824 -1.38244 -0.115 0.006 0.378 -0.511
C -2.06254 -2.40477 -2.52352 0.125 -0.017 -0.178 -0.251
C -3.18577 -2.34177 0.92236 -0.240 -0.035 0.075 -0.397
H -5.26062 -2.44887 4.20439 -0.018 -0.009 -0.094 0.199
H -5.04352 -3.42995 2.73344 0.006 0.042 0.006 0.177
H -5.34529 -1.67437 2.60239 0.019 -0.036 0.011 0.177
H -1.00260 -1.78450 3.42728 0.078 0.021 0.147 0.219
H 1.23490 -1.64178 2.60762 0.067 -0.038 0.045 0.208
H 1.57490 -2.29922 1.00045 0.053 -0.070 0.055 0.214
H 0.94088 -0.05725 0.02199 0.002 -0.022 0.048 0.223
H -0.36228 0.62413 2.11392 0.023 0.033 0.087 0.242
H 1.21929 1.00297 2.85987 -0.013 0.065 0.016 0.224
H -0.39825 3.22411 -0.02640 0.275 -0.131 0.084 0.505
H 3.06792 1.11515 1.03785 0.113 -0.006 0.054 0.231
H 3.33339 -0.43182 1.83613 0.057 -0.003 0.092 0.209
H 3.27629 -1.59874 -0.35815 0.062 0.105 0.072 0.182
H 5.40807 -0.66471 -1.26225 0.078 -0.041 -0.066 0.217
H 5.44935 -0.86849 0.49325 0.080 -0.033 0.104 0.215
H 5.24545 0.73989 -0.20120 0.058 0.120 0.039 0.205
H 3.62124 1.46861 -2.63378 -0.052 0.000 0.196 0.189
H 3.38331 1.89417 -0.92915 -0.003 -0.004 -0.020 0.194
H 2.24876 3.94338 -1.70450 0.071 0.071 0.086 0.219
H 0.06764 4.94788 -2.24912 -0.006 0.083 0.000 0.218
H -1.82049 3.51010 -2.93377 -0.082 0.038 -0.015 0.216
H -1.50734 1.07179 -3.09613 -0.070 -0.061 -0.014 0.211
H 0.70005 0.07357 -2.56790 -0.025 -0.121 0.032 0.217
H -0.25990 -2.00802 -0.76956 0.076 0.015 -0.166 0.216
H -1.57457 -1.42919 -2.61306 0.010 -0.022 0.013 0.173
H -2.72660 -2.55594 -3.37345 0.087 0.018 0.030 0.199
H -1.30101 -3.19141 -2.51652 -0.014 0.048 0.008 0.177
H -4.22454 -2.52857 0.70793 -0.142 -0.021 0.018 0.228
```
Positions in Å, forces in eV/Å.

(2)
C10H8N3O6Os | ωB97M-V with the def2-TZVPD basis set

Its LUMO energy (spin up / spin down) is -11.8 / -15.6 eV. The energy is -29685.826 eV. Its total charge is +3. As for the multiplicity: 5. As for the orbital gap (spin up / spin down): 0.214 / 0.233 Ha. For the HOMO energy (spin up / spin down), the calculation gives -17.674 / -21.997 eV. Its expectation value of S² is 6.049.

XYZ file:
```
28
Properties=species:S:1:pos:R:3:forces:R:3:nbo_charge:R:1
O 0.82756 5.22749 -4.66218 -1.062 -3.029 1.847 -0.364
C 0.49847 4.29011 -4.09063 1.115 3.190 -1.964 0.568
Os -0.94937 0.27735 -1.48285 -0.301 -1.370 2.784 0.475
O -0.76082 3.18596 -0.40393 -0.192 -4.332 -1.374 -0.262
C -0.83223 2.10310 -0.82159 -0.030 6.581 1.626 0.489
C -1.60177 -1.59995 -1.38120 -2.504 -5.384 -0.470 0.530
O -1.96681 -2.69574 -1.33084 1.548 4.217 -0.015 -0.239
C 0.78048 0.11619 -2.29782 6.838 -0.205 -3.986 0.502
O 1.78142 0.10000 -2.88812 -4.193 0.078 2.498 -0.240
C -1.84561 0.67053 -3.10391 -3.463 1.542 -6.374 0.596
O -2.39125 0.90470 -4.10648 2.416 -1.082 4.536 -0.243
H -0.01738 2.80841 -3.12938 -0.073 -0.092 0.057 -0.098
C 2.49454 -2.36400 1.84180 0.682 -0.481 0.542 -0.438
N 1.32418 -1.49733 1.82774 -0.065 -0.098 2.120 -0.192
C 0.71755 -1.11479 2.98730 1.932 -1.225 -1.076 0.145
C -0.41324 -0.36023 2.93988 -0.719 0.291 1.064 -0.076
C -0.92626 -0.00660 1.67447 -2.004 1.301 -2.327 0.455
N -0.23413 -0.24928 0.55076 0.220 -0.401 -0.071 -0.628
C 0.86136 -1.09862 0.58758 0.212 0.081 -3.231 0.745
O 1.40246 -1.49490 -0.45849 -1.120 0.748 2.647 -0.442
N -2.12329 0.59214 1.53295 1.282 -0.800 0.701 -0.635
H 2.73703 -2.58606 2.88180 0.025 -0.011 -0.162 0.262
H 3.34327 -1.86731 1.36152 -0.157 0.040 -0.054 0.295
H 2.28734 -3.29510 1.30422 -0.094 0.152 -0.048 0.296
H 1.19762 -1.47711 3.89539 -0.246 0.167 -0.013 0.304
H -0.95095 -0.06250 3.83112 0.124 -0.054 0.186 0.305
H -2.71665 0.75592 2.33514 -0.154 0.179 0.118 0.466
H -2.52353 0.73758 0.60579 -0.016 -0.002 0.439 0.423
```
Positions in Å, forces in eV/Å.

(3)
C25H49BMgN5P2S | ωB97M-V with the def2-TZVPD basis set

Its LUMO energy is -2.6 eV. The energy is -69703.011 eV. Its total charge is +1. As for the orbital gap: 0.261 Ha. For the HOMO energy, the calculation gives -9.742 eV.

XYZ file:
```
84
Properties=species:S:1:pos:R:3:forces:R:3:mulliken_charge:R:1
Mg 0.80917 -0.78374 -0.13884 -0.120 -0.410 -0.092 1.313
C -3.73940 -3.80846 -1.48601 -0.059 -0.032 -0.060 -1.796
C -2.35380 -3.17958 -1.64584 -0.126 -0.037 -0.090 1.624
C -2.44862 -1.98154 -2.60937 0.000 0.005 -0.035 -1.786
C -1.40762 -4.20837 -2.27484 0.037 -0.006 -0.008 -1.568
P -1.60338 -2.48166 -0.09298 0.144 0.278 0.060 0.666
C -2.81023 -1.13448 0.34837 -0.120 -0.046 0.028 -1.849
N -2.24348 0.19524 0.26054 0.321 -0.072 -0.039 0.427
B -0.86166 0.59297 0.10571 -0.249 0.395 0.062 0.433
N -0.90165 2.03670 0.18811 0.127 -0.310 -0.023 0.411
C 0.17035 3.00299 0.12979 0.010 0.194 -0.054 -1.868
P 1.87607 2.28098 -0.04022 -0.099 -0.246 0.090 0.527
C 2.36812 2.80023 -1.76157 -0.031 0.082 -0.169 1.601
C 3.68442 2.11297 -2.14230 0.041 -0.051 0.010 -1.618
C 1.27212 2.22222 -2.67537 0.005 -0.042 -0.029 -1.608
C 2.48980 4.30337 -2.01962 0.017 0.027 -0.032 -1.737
C 2.77301 3.22735 1.29888 0.035 0.193 0.063 1.647
C 4.24576 2.80997 1.33216 0.041 -0.039 -0.031 -1.775
C 2.11594 2.76818 2.61598 0.015 -0.012 0.024 -1.800
C 2.70198 4.75766 1.22584 0.031 0.048 0.036 -1.721
C -2.21462 2.45660 0.38626 0.070 0.097 -0.027 0.172
C -2.74222 3.72827 0.52455 -0.078 0.020 0.014 -0.636
C -4.11580 3.84684 0.72667 0.048 0.002 -0.010 -0.818
C -4.93132 2.72284 0.78653 0.002 -0.054 -0.003 -0.835
C -4.40205 1.44195 0.64362 -0.029 0.080 0.007 -0.567
C -3.03883 1.32393 0.43928 -0.034 -0.129 -0.024 0.324
C -1.74567 -3.62661 1.36958 -0.081 -0.126 0.089 1.516
C -3.15750 -4.03250 1.80447 -0.040 -0.036 0.045 -1.652
C -1.07625 -2.85834 2.52080 0.056 0.000 0.020 -1.618
C -0.92618 -4.89365 1.10034 0.018 -0.017 -0.001 -1.883
H -4.18873 -3.94552 -2.47371 0.019 -0.010 0.000 0.501
H -4.42555 -3.19308 -0.90258 0.021 0.036 0.004 0.266
H -3.68667 -4.79161 -1.01867 0.035 0.010 0.012 0.315
H -2.63907 -2.35952 -3.61619 -0.032 0.024 -0.005 0.556
H -1.52595 -1.39513 -2.64425 0.036 -0.052 0.017 0.242
H -3.25851 -1.29853 -2.35262 0.005 -0.013 0.008 0.328
H -1.81942 -4.51881 -3.23832 0.005 -0.018 0.003 0.507
H -1.28851 -5.10396 -1.66560 -0.011 0.040 0.010 0.279
H -0.41663 -3.79073 -2.46000 -0.006 0.021 0.008 0.255
H -3.18545 -1.31248 1.35997 0.018 0.005 0.016 0.762
H -3.67823 -1.21136 -0.31181 -0.020 -0.005 0.030 0.609
H 0.15622 3.61765 1.03246 -0.005 -0.006 0.026 0.788
H 0.00888 3.69853 -0.70083 -0.010 0.016 0.008 0.778
H 3.62746 1.02909 -1.99815 -0.015 0.013 0.010 0.228
H 4.54003 2.49013 -1.58178 -0.039 0.006 0.015 0.323
H 3.88921 2.28471 -3.20180 0.007 0.019 0.003 0.506
H 1.12085 1.15014 -2.51696 0.047 -0.002 0.032 0.171
H 1.57810 2.35608 -3.71545 -0.028 0.027 -0.005 0.570
H 0.30525 2.70713 -2.54223 0.014 0.022 0.000 0.309
H 3.39676 4.71728 -1.58037 -0.005 -0.024 0.004 0.321
H 1.64023 4.87021 -1.63772 -0.032 -0.021 0.012 0.253
H 2.53995 4.48356 -3.09684 0.018 -0.018 0.002 0.506
H 4.36159 1.73322 1.49064 -0.009 -0.016 -0.020 0.232
H 4.74534 3.31340 2.16328 -0.005 -0.008 0.009 0.518
H 4.78145 3.07969 0.42166 -0.046 0.010 0.011 0.333
H 1.90147 1.69457 2.63048 0.061 -0.009 -0.023 0.176
H 1.17518 3.28087 2.81419 -0.004 0.004 -0.030 0.349
H 2.78879 2.98741 3.44797 -0.017 0.027 0.009 0.538
H 3.36539 5.16465 0.46493 -0.015 -0.041 0.005 0.349
H 3.01572 5.17912 2.18503 0.014 -0.021 0.002 0.529
H 1.69662 5.12930 1.02772 -0.034 -0.030 0.003 0.250
H -2.11205 4.60732 0.47683 -0.010 0.007 0.006 0.516
H -4.55373 4.82957 0.83853 0.001 0.001 0.001 0.405
H -5.99449 2.84284 0.94582 0.000 0.005 0.001 0.399
H -5.04070 0.56931 0.69113 -0.014 0.008 0.008 0.494
H -3.83336 -3.18456 1.91784 0.027 0.018 -0.006 0.251
H -3.10523 -4.52842 2.77803 0.022 -0.012 -0.014 0.535
H -3.61320 -4.73559 1.11006 0.020 0.031 -0.013 0.313
H -1.62603 -1.96016 2.80582 -0.020 0.016 -0.022 0.277
H -0.05284 -2.55890 2.26772 0.000 -0.034 -0.039 0.176
H -1.01527 -3.50669 3.39816 -0.033 0.016 0.015 0.578
H -1.43001 -5.56220 0.40216 -0.008 0.026 0.004 0.338
H -0.79396 -5.44193 2.03670 0.000 -0.009 -0.006 0.508
H 0.06425 -4.66466 0.69740 0.001 0.027 0.004 0.262
N 2.79552 -0.90320 0.90637 0.013 0.085 0.132 -0.694
N 3.53644 -2.08805 0.82739 -0.115 0.050 -0.014 -0.464
C 3.27846 -2.94342 -0.18757 -0.188 -0.040 -0.141 0.563
N 4.10355 -3.98465 -0.30681 -0.003 0.013 0.032 -0.427
S 1.97445 -2.74473 -1.23940 0.232 -0.045 -0.051 -0.437
H 3.26183 -0.13517 0.42410 0.040 0.125 0.017 0.233
H 2.68045 -0.63101 1.87706 0.027 -0.041 0.101 0.311
H 4.43605 -2.10553 1.28231 0.084 0.003 0.009 0.260
H 4.81573 -4.19606 0.37302 0.004 0.013 -0.008 0.209
H 3.91595 -4.66247 -1.02562 0.003 -0.004 -0.010 0.218
```
Positions in Å, forces in eV/Å.

Short version: energy above the lowest of the compared OMol25 structures with the same formula, charge and spin = 36.3, 0.0, 0.0 kJ/mol, in the order given.